Here is a 5-piece molecular cluster, C23H38F5N4O10P overall from the OMol25 dataset. Energies are from ωB97M-V with the def2-TZVPD basis set.

```
81
Properties=species:S:1:pos:R:3:forces:R:3
P -2.3269 3.8767 3.0037 0.5559 -0.8011 1.1514
F -1.2736 -0.8843 -1.1157 -0.0784 0.1427 0.0701
F -1.4335 0.2676 -3.6248 0.2301 -0.0448 0.1597
F -1.1539 -2.3400 -2.6984 -0.2793 -0.0931 -0.2116
F 0.6230 -1.7760 -1.6509 0.3363 -0.0614 0.2432
F 0.3726 -0.8487 -4.2095 -0.2581 0.2235 0.2413
O 4.7057 -2.6067 -4.6823 0.0164 0.0508 0.0398
O -2.7007 5.2262 3.7887 -0.1171 0.0659 -0.8078
O -2.9865 6.4506 8.2443 0.0061 -0.0218 -0.0194
O 1.9811 5.4572 -0.9259 -0.1913 -0.3669 0.0996
O -1.9216 2.8246 3.9328 -0.2905 0.3130 -0.2649
O 3.9264 -0.8731 1.3298 0.0029 -0.0524 -0.0229
O -3.6148 3.5241 2.1316 0.1291 0.2226 -0.2825
O 1.0828 7.1037 1.0342 -0.4033 -0.5096 -0.1092
O -1.7285 -5.0628 -4.0561 -0.0884 -0.1770 -0.0887
O -0.6320 2.1284 1.2093 0.0677 0.6349 -0.1678
N 2.6737 -3.4164 -5.1646 -0.0253 -0.0982 0.1157
N -2.8853 4.3946 9.1346 0.0278 -0.0643 -0.0456
N 5.2853 -2.5871 1.8313 -0.0315 -0.0624 -0.0102
N -3.4803 -3.6871 -4.2336 -0.0261 -0.0830 -0.0644
C -2.7148 5.2687 8.1045 -0.0138 0.0298 0.0030
C 0.6177 3.7134 -0.0173 0.3155 0.5779 -0.1003
C 1.4850 -4.2451 -5.0311 0.1277 0.2591 -0.1339
C -0.3568 3.3000 1.0298 -0.0352 -0.6513 0.1713
C -3.8458 -6.1023 -4.4929 0.0568 -0.0413 0.0167
C 4.1499 -2.0718 1.2887 -0.0459 0.1207 -0.0126
C -0.2382 -0.1994 -3.1611 0.2764 -0.1746 -0.5388
C 3.7947 -3.3690 -4.3998 0.0998 -0.0147 -0.0834
C -0.5283 -1.3141 -2.1312 0.0096 -0.0164 -0.0747
C 5.7131 -3.9712 1.8716 0.0953 0.2077 0.0757
C -2.6206 2.9695 9.1490 -0.0811 0.1606 0.1623
C 0.5641 6.0082 0.9452 0.3470 0.5194 0.0623
C 1.1293 2.6764 -0.9700 0.0077 -0.4203 -0.0776
C 0.6775 0.8892 -2.6628 0.0408 0.0293 0.6036
C 3.8903 -4.2907 -3.2021 -0.1021 0.0514 -0.0623
C -4.8631 -3.3013 -4.4263 0.1958 0.0884 0.0411
C -0.5727 5.6263 1.8185 -0.0582 -0.6424 -0.0454
C -2.1864 4.7101 6.8059 0.0378 0.0594 0.2382
C 1.0399 4.9949 -0.0424 -0.1225 -0.2499 -0.2139
C 3.1902 -3.0393 0.6355 0.1247 -0.0322 0.0659
C 0.0296 1.8761 -1.6864 0.1587 0.3525 -0.3912
C -2.9287 -4.9296 -4.2446 0.1531 0.1889 0.0607
C -1.0044 4.3555 1.8683 -0.1756 0.8837 -0.0910
H 1.4989 0.3842 -2.1476 0.0307 -0.0335 -0.1219
H 3.8268 -5.3357 -3.5061 -0.0982 -0.0167 0.0342
H 2.8248 -3.7740 1.3540 0.0427 -0.0617 -0.0451
H -5.2397 -2.7782 -3.5456 -0.0632 -0.0423 0.0003
H -4.9571 -2.6335 -5.2844 -0.0619 -0.0393 -0.0283
H -5.4812 -4.1763 -4.5996 -0.0068 -0.0097 -0.0017
H 0.6004 -3.6201 -4.9106 -0.0497 -0.0935 0.0728
H -3.2403 4.8240 9.9738 -0.0041 0.0030 0.0091
H -4.6159 -6.1628 -3.7234 -0.0486 0.0058 -0.0408
H 3.0925 -4.0750 -2.4900 -0.0583 -0.1039 -0.0180
H 3.6751 -3.5558 -0.1934 -0.0236 -0.0857 0.0356
H -3.7547 4.1177 1.3818 -0.0866 -0.1640 -0.0203
H -2.8562 3.9523 6.4020 0.0737 -0.0612 -0.0511
H 5.8825 -1.8910 2.2485 0.0099 0.0040 -0.0007
H -0.9887 6.4213 2.4241 0.0685 -0.0264 0.0591
H 4.8508 -4.1219 -2.7241 0.0112 0.0550 -0.0447
H -3.1873 5.8337 3.2139 -0.0859 0.1416 0.3407
H -2.2457 2.6451 8.1844 0.0023 -0.0096 -0.0145
H 1.5562 -4.9020 -4.1718 0.0367 -0.0060 0.0629
H -2.1024 5.5218 6.0978 -0.0212 0.0814 -0.0104
H -0.5836 2.5746 -2.2646 -0.1713 -0.0952 0.1207
H -4.3265 -6.0196 -5.4682 -0.0593 0.0040 0.0238
H 2.3504 -2.4759 0.2570 -0.1356 0.1393 -0.0587
H 5.8347 -4.3044 2.9038 -0.0287 -0.0643 -0.0140
H -3.2503 -7.0093 -4.4684 0.0343 0.0118 0.0077
H -1.8773 2.7256 9.9104 0.0311 -0.0486 -0.0428
H 2.7034 -2.7698 -5.9367 0.0007 0.0239 -0.0040
H -3.5330 2.4127 9.3707 0.0172 -0.0514 -0.0476
H -0.5976 1.3690 -0.9622 -0.0223 -0.0107 -0.0051
H -1.2008 4.2656 6.9500 -0.0326 -0.0952 -0.0434
H -2.7982 -2.9645 -4.0661 -0.0689 0.0668 0.0137
H 4.9803 -4.6081 1.3885 -0.0134 -0.0131 -0.0088
H 1.7687 1.9693 -0.4284 -0.0864 0.0678 0.1226
H 1.3581 -4.8553 -5.9265 -0.0536 -0.0829 0.0590
H 6.6685 -4.0912 1.3578 -0.0205 -0.0614 -0.0303
H 1.5397 5.8247 -1.7007 0.1018 0.1449 0.0426
H 1.1198 1.4118 -3.5103 -0.1511 -0.0856 -0.1596
H 1.7703 3.1457 -1.7173 -0.0044 0.1095 0.1057
```
Positions in Å, forces in eV/Å.

Computed properties:
HOMO level: -9.176 eV
SMILES: O=C1C=C(P(=O)(O)O)C(=O)C(CCCC(F)(F)C(F)(F)F)=C1O.CNC(C)=O.CNC(C)=O.CNC(C)=O.CNC(C)=O
Gap between HOMO and LUMO: 7.2 eV
Max |F|: 0.0293 Eh/bohr

---

Here is C23H38FeN7OSi as an isolated structure from the OMol25 dataset. Energies are from ωB97M-V with the def2-TZVPD basis set.

```
71
Properties=species:S:1:pos:R:3:forces:R:3
Fe -0.5171 -0.3356 0.3474 -0.3274 0.1844 -0.4864
Si 2.2185 -1.0683 2.2942 -0.2756 0.0593 -0.1806
O 0.7809 -0.7428 1.5179 0.1246 -0.1480 0.3815
N 4.3973 0.8362 -3.5400 0.0171 -0.0099 0.0097
N -1.6160 -0.8931 -1.6172 -0.0660 -0.0935 -0.0362
N -1.2071 1.5271 -0.8964 0.1032 -0.0172 -0.0252
N -0.8166 1.4971 1.5633 0.2568 0.0922 0.1143
N -2.4895 -0.3540 1.4152 0.0690 0.0808 0.0359
N 1.1351 -0.0413 -1.1063 -0.0084 0.0299 -0.0697
N -1.0533 -2.5166 0.4873 0.1164 -0.2588 -0.0971
C 3.3492 0.5480 -2.7492 0.0350 0.0086 -0.0260
C 3.0441 1.3215 -1.6142 -0.0316 -0.0137 0.0268
C -1.2261 -3.1530 -0.8302 0.0129 -0.0092 0.0594
C 2.4979 -0.5395 -3.0155 -0.0055 -0.0214 0.0240
C -2.1372 -2.7405 1.4622 0.0436 0.0163 0.0304
C 1.4340 -0.7817 -2.1845 0.0260 -0.0032 -0.0013
C 3.4707 -1.5762 1.0128 0.1503 -0.0354 0.0619
C -1.7957 -0.0404 -2.5492 0.0133 0.0574 0.0181
C -1.3851 1.3583 -2.1999 -0.0305 -0.0531 0.0265
C -1.2044 2.4066 -3.0909 -0.0144 -0.0147 0.0073
C -0.8295 2.6819 1.1097 -0.1084 -0.0109 -0.0230
C -0.8767 2.7111 -0.3924 0.0161 0.0387 0.0143
C -2.3663 0.1889 2.7937 0.0048 -0.0090 0.0386
C -2.0339 -2.2789 -1.7811 0.0435 -0.0022 -0.0426
C 1.9619 0.9840 -0.8434 0.0510 0.0047 0.0449
C -2.4100 -0.3441 -3.8772 -0.0154 0.0203 -0.0069
C -1.1193 1.0958 2.9199 -0.0167 0.0533 -0.0113
C -3.1835 -1.6484 1.3453 -0.0377 -0.0300 0.0247
C -0.9296 3.9331 1.9222 0.0010 0.0177 -0.0079
C -0.8306 3.6426 -2.5795 -0.0010 0.0254 -0.0087
C -0.6787 3.8136 -1.2100 -0.0133 -0.0133 -0.0022
C 1.8914 -2.4515 3.4960 0.1042 -0.0209 0.0721
C 2.7476 0.4856 3.1756 0.1314 -0.0390 0.0859
H 3.8097 -0.7344 0.4057 -0.0240 -0.0037 0.0070
H -2.3771 0.5032 -4.5541 -0.0090 -0.0018 0.0048
H 5.0479 1.5608 -3.2922 -0.0084 0.0083 -0.0006
H 0.7868 -1.6246 -2.3901 -0.0225 0.0158 -0.0086
H 4.3510 -1.9952 1.5080 0.0103 0.0070 -0.0402
H -3.9313 -1.7519 2.1349 -0.0015 0.0099 -0.0002
H 3.6655 2.1607 -1.3314 -0.0003 0.0039 -0.0050
H 1.0824 -2.2117 4.1897 -0.0049 0.0240 -0.0105
H -0.1943 -2.8691 0.8953 -0.0006 0.0525 0.0081
H -1.3067 1.9285 3.5973 -0.0361 0.0109 -0.0225
H 1.7505 1.5504 0.0571 -0.0245 0.0099 -0.0050
H -0.6602 4.8131 1.3448 0.0114 -0.0044 0.0028
H -0.4125 4.7783 -0.8032 0.0045 0.0006 -0.0050
H -2.2877 -0.6466 3.4876 0.0145 -0.0006 -0.0061
H -3.7158 -1.7049 0.3974 0.0210 -0.0128 -0.0276
H -0.2269 -3.3008 -1.2420 0.0036 0.0060 -0.0058
H -3.1056 -2.3523 -1.5784 -0.0026 0.0099 0.0191
H -3.4586 -0.6195 -3.7398 0.0064 -0.0193 -0.0032
H -1.8904 -2.6405 -2.8017 -0.0054 0.0047 -0.0043
H -3.2732 0.7391 3.0502 0.0029 0.0078 0.0069
H -0.2820 3.8812 2.7958 -0.0112 -0.0083 0.0046
H 2.7841 -2.6416 4.0979 -0.0251 -0.0269 0.0082
H 1.6443 -3.3910 2.9950 -0.0097 0.0134 -0.0278
H 2.0347 0.7918 3.9445 -0.0077 -0.0117 -0.0025
H 3.0829 -2.3447 0.3402 -0.0333 -0.0130 0.0187
H 2.8893 1.3226 2.4877 -0.0174 -0.0100 -0.0305
H 3.7043 0.3194 3.6783 -0.0126 0.0368 0.0061
H 4.6570 0.2291 -4.2974 -0.0118 -0.0016 -0.0008
H -1.6860 -2.6951 2.4551 -0.0008 -0.0152 0.0016
H -2.5779 -3.7338 1.3500 -0.0336 0.0132 -0.0222
H -1.3436 2.2776 -4.1540 0.0016 0.0068 0.0015
H -2.9650 0.3269 0.8326 -0.1209 -0.0059 0.0944
H -0.2735 0.5209 3.2890 -0.0104 -0.0005 0.0148
H -1.9563 4.0736 2.2688 -0.0056 -0.0007 -0.0067
H -1.9140 -1.1883 -4.3575 0.0143 0.0016 0.0007
H -0.6722 4.4776 -3.2487 0.0004 -0.0022 -0.0012
H -1.6836 -4.1413 -0.7407 -0.0214 0.0081 -0.0116
H 2.6818 -1.1931 -3.8576 0.0017 0.0018 -0.0029
```
Positions in Å, forces in eV/Å.

Computed properties:
HOMO level (alpha / beta): -14.111 / -14.063 eV
Multiplicity: 6
Relative energy (zero: lowest compared OMol25 entry of this formula, charge and spin): 0.270 eV
Gap between HOMO and LUMO (alpha / beta): 8.0 / 7.7 eV
Charge: +2
Max |F|: 0.0120 Eh/bohr

---

Here is a 4-piece molecular cluster, C23H38IO7S3 overall from the OMol25 dataset. Energies are from ωB97M-V with the def2-TZVPD basis set.

```
72
Properties=species:S:1:pos:R:3:forces:R:3
I -1.0762 -1.3414 1.4469 0.2816 -0.2626 0.1110
S -3.7662 -1.0077 -1.7452 0.2278 0.0458 0.2793
S -5.4850 1.8523 -6.3578 -0.0245 0.3104 0.2378
S 4.2150 0.1954 5.8419 -0.6332 -0.1506 -0.2810
O 5.1031 1.0619 5.1003 -0.1609 -0.0156 0.1611
O -2.6443 -1.9139 -1.8018 -0.1794 0.3746 -0.2787
O 2.7800 0.2960 5.7424 0.6031 0.2904 0.0432
O -6.5001 2.7342 -6.8909 -0.0775 -0.4485 0.0138
O 2.4112 -0.9499 1.9529 0.7831 0.9623 -1.2381
O -3.6214 0.4163 -1.9599 0.1976 -0.1926 -0.2246
O -5.7600 0.4738 -6.0210 -0.2337 0.1972 -0.1865
C 4.6967 -1.4962 5.5446 0.2550 -0.4630 -0.0209
C -5.8644 -2.5583 -1.9438 -0.0580 -0.1549 0.0421
C 3.5503 -1.0864 1.0832 0.5720 -0.3984 -0.2057
C -6.0228 -1.8325 -0.6060 -0.1807 0.0361 0.0114
C 2.7246 0.5027 -3.3145 1.2627 -0.8968 3.4939
C -3.2323 2.3833 -5.1385 0.1614 -0.1616 0.0221
C 3.3081 -0.5644 -0.4107 -1.0797 0.6953 -3.1348
C -5.0460 -1.6250 -2.8259 -0.3730 -0.2043 -0.2704
C -0.0824 -0.8585 3.3765 1.0196 1.2001 1.2183
C 4.0822 0.6121 -1.0453 -1.6094 -1.1545 -1.1817
C -4.6481 -1.2862 -0.2140 -0.3820 -0.1122 0.4735
C -4.7215 2.6379 -4.9497 0.2367 0.1241 0.3709
C 1.9577 -0.6921 -2.7080 1.8203 1.2703 1.5513
C 0.7170 0.5043 3.1043 0.2755 -0.9309 -1.2803
C 5.7384 -1.7852 6.6178 0.1435 -0.0058 0.0187
C 2.2081 -1.2485 -1.2699 2.0855 3.3270 -1.9702
C -2.9547 2.6251 -6.6237 0.1661 0.1830 0.0221
C 1.8416 0.3799 1.9166 -0.6670 2.0889 1.1474
C 3.8383 1.1637 -2.4677 -2.1005 -3.0208 1.8647
C -4.0445 1.9029 -7.4180 0.4716 0.0094 -0.4266
C 4.6897 0.2362 7.5674 0.2068 0.0123 0.6237
C 5.1885 -1.1699 7.9067 0.0214 -0.1604 0.1752
C 2.9306 1.5508 2.2430 -0.9806 -0.3099 -0.3360
H -1.9607 2.2754 -6.9111 -0.1014 0.0334 0.0088
H -2.9942 1.3462 -4.8822 -0.0378 0.1206 0.1020
H 3.5146 1.2552 3.1899 -0.7774 0.6089 -1.6196
H -6.7294 -1.0038 -0.7230 0.0351 -0.0721 -0.0227
H -6.8310 -2.7919 -2.3957 0.0842 0.0043 0.0032
H -3.7580 0.8751 -7.6474 -0.1493 0.0492 0.0756
H -4.5989 -2.1265 -3.6837 0.1066 0.1650 0.0609
H 0.6417 -1.7118 3.6668 -0.8780 1.1776 -1.0983
H 2.3055 2.4995 2.4553 1.0202 -1.4678 -0.1949
H 5.9444 -1.1403 8.6951 -0.0811 0.0053 -0.0452
H -2.6304 3.0347 -4.5024 -0.0734 -0.1189 -0.0080
H 2.5146 0.9262 -4.3564 0.1798 -0.9169 1.7187
H 3.8267 0.5144 8.1730 0.0311 0.1070 -0.2234
H -4.0821 -2.0106 0.3744 0.1503 0.1836 -0.0960
H 3.7907 -2.2180 1.0497 -0.5551 1.7120 -0.0689
H 1.2533 0.6064 0.9462 1.3545 -0.6611 1.1871
H 4.4793 -0.6085 1.5855 -1.3298 -0.3287 -1.1046
H 5.9174 -2.8573 6.7245 -0.0046 0.0852 -0.0245
H -5.6433 -0.7725 -3.1575 0.0988 -0.0414 -0.0222
H 1.1405 -1.1733 -3.3479 1.3070 0.7568 1.1359
H 4.4703 2.0566 -2.7983 -1.1622 -1.5039 0.3361
H -4.7291 -0.3464 0.3323 0.2817 -0.0950 -0.0692
H 4.8970 1.1022 -0.3954 -1.4247 -0.8241 -1.1785
H -5.3253 -3.4991 -1.7917 -0.0207 0.0750 -0.0452
H 4.3553 -1.7778 8.2737 0.0626 0.0528 -0.0580
H -6.4190 -2.4937 0.1681 0.0520 0.0807 -0.0447
H 6.6885 -1.3075 6.3565 -0.0643 -0.0507 -0.0159
H -4.9478 3.7054 -5.0002 -0.0710 -0.1033 -0.0563
H 1.2736 0.9136 4.0130 -0.9867 -0.8780 -0.9125
H -2.9977 3.6993 -6.8320 -0.0111 -0.0856 0.0045
H -4.2911 2.4340 -8.3380 -0.1656 -0.1608 0.0880
H 1.5638 -2.1114 -0.9082 1.0046 1.3921 -0.3221
H -5.1161 2.2134 -4.0266 -0.0583 -0.0437 -0.1194
H 5.0832 -1.6001 4.5311 -0.1800 0.1573 0.0022
H 5.4803 0.9798 7.6828 -0.0983 -0.0180 -0.1265
H 3.5972 1.8008 1.3517 -0.6186 -0.4092 1.3043
H -0.0068 1.3230 2.7202 1.0360 -1.2204 0.6890
H 3.8118 -2.1228 5.6760 -0.0061 0.1487 -0.0855
```
Positions in Å, forces in eV/Å.

Computed properties:
HOMO level: -1.706 eV
Gap between HOMO and LUMO: 3.9 eV
Charge: -1
Max |F|: 0.0854 Eh/bohr